Record 1
Entry from OMol25: C30H45NO3P2STc as an isolated structure in a non-equilibrium geometry (wB97M-V/def2-TZVPD).

Its charge is +2. Its HOMO energy (alpha / beta) is -0.5202 / -0.5222 Eh. The spin multiplicity is 4. As for the total energy: -71068.3530 eV.

The geometry in XYZ format:
```
83
Properties=species:S:1:pos:R:3:forces:R:3
Tc 0.00682 -0.59223 1.12420 -0.317 2.338 1.200
S 1.50231 3.36506 3.29008 0.185 0.579 0.255
P 1.58796 -0.02497 -0.55533 0.581 1.137 -1.080
P -1.26084 -0.73376 -0.81778 0.345 0.334 -1.697
O 2.09180 4.49943 2.61885 -0.695 -1.160 0.296
O 2.26609 2.70334 4.32521 -0.576 0.142 -0.874
O -0.99727 1.09999 1.62195 0.419 -0.228 -0.479
N 0.94298 2.22707 2.18616 -0.845 -0.999 -0.351
C -1.60368 -0.56389 -4.37599 -0.488 1.110 -0.558
C -0.36002 2.03867 2.26306 1.641 0.691 0.563
C -2.79502 0.14847 -1.07810 -0.596 0.060 0.404
C -0.92577 -1.45238 -5.37240 0.214 -0.233 -0.352
C 0.09409 0.27466 -1.61652 -0.271 -0.390 0.584
C -2.41198 2.87693 3.57835 0.545 0.178 -0.236
C -1.90023 4.59147 5.21556 0.086 0.041 -0.001
C -0.80193 -2.39205 1.98705 0.256 -0.943 0.678
C 1.44885 -1.84845 2.20335 -0.089 -0.943 0.435
C 0.57095 -1.12835 -5.66142 -0.615 -0.352 -0.383
C 0.94089 1.80689 -4.77839 -0.127 0.422 -0.227
C -2.07684 -3.05367 1.58863 -0.434 -0.121 0.082
C -2.82789 3.74479 4.58479 0.145 0.107 0.028
C -0.13761 3.68717 3.88123 -0.605 0.867 0.732
C 1.37491 -0.65395 -4.49320 0.841 0.604 0.073
C 0.89024 -3.80972 0.58753 0.075 -0.248 -0.311
C 2.52380 1.52251 -0.38310 -0.057 0.089 0.244
C -0.65628 -1.50151 3.10796 0.122 -0.621 -0.018
C -1.05983 2.89452 3.21974 -0.414 -0.086 0.478
C 2.93174 -1.84437 2.05306 0.351 0.100 0.089
C 0.72797 -1.19595 3.25587 0.170 -0.275 -0.059
C 1.33132 -0.39678 4.35037 -0.040 0.605 0.169
C -1.24939 -2.29890 -1.73072 -0.168 -0.306 -0.038
C 1.64374 0.62980 -4.18151 0.139 -0.908 -0.905
C 0.51522 -2.65923 1.45770 0.115 -0.814 1.098
C -1.34633 0.74909 -4.24073 -0.806 -0.593 -0.101
C 2.73325 -1.11264 -1.44896 0.027 -0.527 0.252
C -0.54848 1.59596 -5.17626 0.612 0.453 -0.132
C -0.53714 4.56565 4.88288 0.130 -0.072 -0.283
C -1.75278 -1.03848 4.00087 -0.234 0.468 0.020
H 0.64874 -0.44115 -6.52007 0.058 -0.235 0.467
H 2.49749 0.89414 -3.55274 -0.390 -0.226 0.276
H 3.23884 -2.20891 1.06866 -0.031 0.052 0.224
H -2.21162 -2.80367 -1.56106 0.269 0.058 -0.172
H 2.13981 2.04848 0.50460 0.214 -0.061 -0.510
H 0.21389 5.21335 5.34574 -0.487 -0.199 0.034
H 2.32841 -2.12837 -1.52864 0.137 0.194 -0.097
H -1.74119 -1.54243 4.98007 0.154 0.010 -0.381
H 1.79332 -1.04292 5.11400 -0.157 0.023 -0.330
H 1.11786 -4.70103 1.19868 -0.062 0.449 -0.033
H 0.98953 2.63776 -4.05664 0.072 -0.173 -0.192
H 1.48403 2.15299 -5.67359 -0.080 0.008 0.290
H -3.62867 -0.54587 -0.91782 0.055 0.208 -0.050
H -1.46782 -1.42554 -6.33270 0.063 -0.097 0.290
H 0.19438 -0.15506 -2.60984 0.274 0.215 -0.091
H -1.65098 0.03731 4.19035 -0.108 -0.191 0.030
H -2.84587 0.56480 -2.08898 -0.013 -0.230 0.260
H 3.39421 -2.49660 2.81002 -0.171 0.160 -0.183
H -2.48407 -0.99907 -3.88945 0.462 0.164 0.281
H 1.87569 -1.47184 -3.96528 0.092 0.355 -0.113
H -1.10367 -2.12371 -2.80225 -0.136 -0.016 0.377
H 2.93384 -0.72115 -2.45279 -0.050 -0.030 0.422
H -0.16365 1.34024 -1.70988 0.117 -0.324 0.218
H -2.33635 -3.84588 2.30687 0.106 0.187 -0.180
H -1.84420 1.32667 -3.45587 -0.101 -0.215 -0.333
H -2.90122 -2.32772 1.59526 0.131 -0.269 -0.048
H 1.02630 -2.08184 -5.97116 -0.090 0.397 -0.147
H 2.09716 0.29759 3.98392 -0.149 -0.167 0.136
H -2.01123 -3.51012 0.59875 -0.020 0.047 0.182
H 3.67680 -1.15016 -0.88406 -0.301 0.004 -0.177
H -0.62049 1.24350 -6.21603 -0.056 0.004 0.461
H -0.99300 -2.49460 -5.02456 -0.057 0.205 -0.085
H 3.58053 1.26791 -0.22431 -0.248 0.102 -0.077
H 3.32921 -0.83223 2.20687 -0.008 -0.260 -0.039
H -3.87988 3.77686 4.87464 0.368 0.023 -0.059
H -2.72744 -1.21313 3.53897 0.100 0.041 0.141
H -3.08284 2.21215 3.03997 -0.056 0.176 0.214
H 2.41260 2.13532 -1.28578 0.086 -0.152 0.160
H -2.85905 0.95766 -0.33658 0.015 -0.195 -0.226
H -2.24935 5.29045 5.98009 0.136 -0.289 -0.249
H -1.01106 2.59465 -5.14763 0.117 -0.304 -0.237
H 1.78208 -3.59450 -0.00613 -0.144 -0.106 0.006
H 0.07098 -4.10112 -0.07068 0.201 -0.072 0.101
H 0.55846 0.20034 4.85155 0.282 -0.089 -0.064
H -0.44613 -2.95376 -1.37852 -0.218 0.311 -0.090
```
Forces are in eV/Å.

Löwdin population analysis, charges in e, atoms 1 to 8: 1.2979 0.6869 0.8263 0.8136 -0.2591 -0.2789 -0.1965 -0.0427

***

Record 2
Entry from OMol25: C30H46AsCoN5O3 as an isolated structure (wB97M-V/def2-TZVPD).

Its HOMO energy (alpha / beta) is -0.2438 / -0.2426 Eh. The spin multiplicity is 2. As for the total energy: -143917.7306 eV.

The geometry in XYZ format:
```
86
Properties=species:S:1:pos:R:3:forces:R:3
As 1.38499 1.86900 0.33573 0.092 0.032 -0.023
Co -0.04024 -0.21331 -0.39822 0.075 0.083 0.169
O -3.36097 -3.38679 3.53752 -0.022 0.021 0.024
O -0.10268 -0.59303 1.58159 -0.087 -0.097 0.041
O -2.79933 -3.11132 -0.93108 0.026 -0.117 0.007
N -3.07333 -3.18494 1.31012 0.042 -0.055 0.013
N -1.37719 -1.85464 0.32943 -0.089 -0.253 0.027
N 1.51999 -1.64341 -0.94240 -0.029 -0.103 -0.020
N -1.88576 1.14637 -0.77001 0.024 0.033 -0.104
N -0.09244 -0.05567 -2.27299 0.166 -0.017 -0.215
C 0.43097 -2.63852 -4.88952 0.013 -0.044 -0.013
C -1.55928 -1.19028 3.96090 0.036 -0.039 0.060
C 1.35913 3.68661 2.73704 0.005 0.068 -0.010
C -2.02207 3.02121 -2.42242 0.033 -0.047 -0.003
C -2.30940 2.10137 0.25218 0.013 0.004 0.017
C 2.82876 -0.97819 -1.04185 0.004 0.083 0.009
C 3.69195 0.97814 1.93184 -0.021 -0.050 0.090
C -0.22012 1.66377 -4.04423 -0.015 -0.026 0.063
C 1.89683 4.75829 -0.46242 -0.007 0.043 0.050
C 0.34110 -1.13981 -2.99462 -0.031 -0.053 0.020
C -0.73128 2.89028 -4.43585 -0.006 0.051 -0.033
C -1.62846 3.57959 -3.63459 -0.010 -0.004 0.014
C 1.63915 -2.77422 -0.01618 0.000 0.019 -0.033
C -0.34104 -4.55608 2.45253 0.015 -0.029 -0.017
C -3.01562 0.23579 -1.05933 -0.004 -0.005 -0.003
C -2.58698 -0.10303 3.70450 -0.030 0.054 -0.017
C -0.00358 -1.45540 -4.31686 0.028 0.027 0.076
C -0.96456 -1.52436 1.53711 0.136 0.126 -0.046
C -1.40851 -2.19851 2.81692 -0.004 -0.092 -0.027
C 1.13263 -2.06009 -2.28930 -0.008 0.030 -0.001
C 1.38027 3.39568 -0.90287 0.014 -0.036 -0.030
C -1.50775 1.80350 -2.01572 0.038 -0.041 0.027
C 1.21329 -3.53808 -4.17950 -0.007 -0.001 -0.016
C 1.56661 -3.23616 -2.87008 -0.036 0.054 0.029
C 0.76389 2.43183 2.11461 -0.042 -0.064 0.017
C 3.31418 1.84977 0.74211 -0.010 0.072 -0.102
C -0.59435 1.09551 -2.81967 -0.097 0.101 0.042
C -2.40199 -2.74985 0.15126 -0.110 0.268 0.014
C -0.33427 -3.24840 3.23215 -0.021 0.077 0.025
C -2.71146 -2.95417 2.61059 0.027 -0.072 0.017
H -3.84779 0.80080 -1.49504 0.014 -0.006 -0.001
H 1.19928 5.25425 0.21196 0.001 -0.016 -0.012
H -1.84040 -1.76179 4.84623 -0.001 0.013 0.002
H -3.58266 -0.52286 3.55181 -0.004 -0.016 -0.010
H -2.72841 3.55110 -1.79826 -0.016 0.027 0.008
H 0.50176 1.15612 -4.66885 0.018 -0.015 0.005
H -0.50943 -3.46391 4.28762 -0.007 -0.004 -0.002
H 3.27716 -0.03057 1.85809 0.000 0.047 0.029
H 4.77584 0.88714 2.02105 0.000 -0.009 -0.018
H 0.13485 -2.86975 -5.90509 0.000 -0.003 -0.006
H 0.63745 -2.75289 3.16730 0.000 -0.007 -0.026
H 2.74013 -0.10942 -1.69404 0.005 -0.006 0.015
H 2.02185 5.40757 -1.33109 -0.003 -0.006 -0.005
H -0.32368 2.47552 2.09377 -0.008 0.055 -0.030
H -0.41126 3.31800 -5.37787 -0.003 0.007 -0.005
H -0.57655 -0.75126 4.14463 -0.010 0.005 -0.014
H -1.57239 2.89745 0.34616 0.015 -0.003 0.022
H 2.52856 -3.37786 -0.22535 -0.008 -0.003 0.007
H -3.87523 -3.77938 1.15453 -0.004 0.001 -0.008
H 0.98203 4.59211 2.26337 0.007 -0.021 0.016
H -3.27911 2.55531 0.01674 0.004 -0.012 0.001
H 3.63723 2.87768 0.91530 -0.014 -0.019 0.001
H 1.10582 3.74246 3.79766 -0.009 -0.002 0.001
H 3.14892 -0.66176 -0.05050 -0.017 -0.024 -0.090
H 1.53709 -4.46495 -4.63222 0.005 -0.004 0.000
H -3.34985 -0.22764 -0.13174 0.005 0.003 -0.019
H -2.02154 4.53826 -3.94337 -0.006 0.010 -0.006
H -2.64467 0.58219 4.55032 -0.004 -0.007 0.014
H -2.40769 1.58122 1.20215 0.024 0.009 0.000
H 3.57526 -1.66341 -1.45892 -0.009 0.003 -0.001
H 0.99027 1.55152 2.72154 0.006 0.000 -0.017
H 2.44763 3.70922 2.66289 -0.003 -0.013 0.003
H -2.69531 -0.54346 -1.74709 -0.014 -0.008 0.016
H -0.31089 -4.40101 1.37538 0.002 0.020 -0.041
H 3.81770 1.51937 -0.16753 0.004 -0.017 0.004
H 1.71501 -2.38990 1.00103 -0.008 0.000 0.010
H 1.98716 3.00516 -1.72759 -0.023 0.034 0.001
H -1.23119 -5.14384 2.67790 -0.019 0.006 0.011
H 0.75647 -3.39736 -0.11281 -0.011 -0.009 0.033
H 3.32701 1.40398 2.86708 -0.017 0.007 0.000
H -2.31754 0.48350 2.82777 0.009 0.014 -0.021
H -0.64732 -0.79125 -4.87585 -0.010 0.004 -0.004
H 0.37240 3.47880 -1.30893 -0.011 -0.006 0.009
H 2.17675 -3.92774 -2.30368 0.010 -0.025 -0.014
H 2.86171 4.70364 0.04246 0.008 -0.010 0.000
H 0.52649 -5.15884 2.72265 0.002 0.007 0.005
```
Forces are in eV/Å.

Löwdin population analysis, charges in e, atoms 1 to 8: 1.2823 0.4483 0.1020 -0.0831 0.0878 0.2165 0.1569 -0.2206